Here is a molecular structure, C45H33N14SiTc at a distorted geometry from the OMol25 dataset. Energies are from ωB97M-V/def2-TZVPD.

Each line ends with the Mulliken spin population.
Positions of all 94 atoms, in Å:
Tc 0.8042 0.2075 -0.1986  1.86
C 4.1790 -2.3063 5.0704  0.01
C 5.3157 -2.0999 4.1921  0.02
C 5.1922 -1.4444 2.9588  0.02
C 3.8945 -1.1298 2.5495  0.04
C 3.3733 -0.6447 1.3184  0.11
N 2.0123 -0.5058 1.3408  -0.09
C 1.5671 -0.8630 2.6151  0.19
N 0.3526 -0.8464 3.0278  -0.12
C -0.7778 -0.5706 2.3521  0.30
C -2.0608 -0.6331 2.9239  0.02
C -2.5317 -0.8332 4.2066  0.06
C -3.8999 -0.9981 4.3976  0.00
C -4.7390 -1.0488 3.3031  0.03
C -4.3519 -0.7384 2.0488  0.03
C -2.9483 -0.4890 1.8797  0.05
C -2.1637 -0.2040 0.6879  0.06
N -2.6096 -0.2297 -0.5252  0.13
C -1.4297 1.9277 -1.4420  -0.05
N -0.0823 1.3849 -1.6742  -0.01
C 0.5133 1.8780 -2.7306  0.04
N 1.7029 1.5762 -3.2795  0.01
C 2.6666 1.0101 -2.5765  0.02
N 2.5821 0.5914 -1.2169  -0.03
C 3.7920 0.0032 -0.8882  0.06
N 4.1801 -0.4193 0.2720  -0.02
C 4.6394 0.0049 -2.0586  0.00
C 5.7757 -0.7275 -2.2930  0.02
C 6.2653 -0.7248 -3.6304  0.00
C 5.5772 -0.1171 -4.6895  0.01
C 4.3615 0.5351 -4.3981  0.01
C 3.9237 0.5551 -3.1213  0.02
C -0.4449 2.7799 -3.4243  0.00
C -0.2526 3.4653 -4.6087  0.02
C -1.2802 4.4225 -4.9009  -0.01
C -2.4145 4.5271 -4.0976  0.01
C -2.6184 3.7074 -2.9980  -0.01
C -1.5988 2.8607 -2.6514  0.01
N -0.8496 -0.2133 1.0423  -0.09
C 2.7777 -1.3064 3.3768  0.04
C 2.9487 -1.8014 4.6672  0.04
H 4.4369 -2.6942 6.0834  0.00
H 6.3252 -2.3911 4.5138  0.00
H 5.9958 -1.3304 2.2723  0.00
H -1.9380 -0.8864 5.1480  0.00
H -4.2801 -1.1756 5.3644  0.00
H -5.7968 -1.1964 3.4351  0.00
H -5.1014 -0.7488 1.2918  0.01
H 6.2083 -1.2609 -1.4499  0.00
H 7.1043 -1.2868 -3.9926  0.00
H 6.0675 -0.2052 -5.6329  0.00
H 3.7584 0.9836 -5.1833  0.00
H 0.6433 3.2749 -5.2462  0.00
H -1.1470 5.1259 -5.6713  0.00
H -3.1624 5.2264 -4.4333  0.00
H -3.4687 3.9346 -2.3162  0.00
H 2.0246 -1.6962 5.3268  0.00
N -0.0205 2.1690 4.5313  0.00
C -1.1506 2.6670 3.8748  0.00
N -2.1479 3.1816 4.5749  0.00
C -3.1652 3.6566 3.8887  0.00
N -4.1926 4.1970 4.5903  0.00
N -3.3339 3.5367 2.5824  0.00
C -2.2651 2.9599 1.9956  -0.01
N -1.1058 2.5522 2.5307  0.00
C -2.4376 2.6150 0.5302  0.00
C -3.9375 2.5120 0.1640  0.01
C -4.4826 1.5557 -0.5469  0.00
C -3.6721 0.4625 -1.2124  0.01
C -2.2441 0.6318 -1.6866  0.02
N -1.3954 2.4610 -0.1542  0.04
H -0.0503 2.0177 5.5586  0.00
H 0.5041 1.4932 4.0690  0.00
H -3.8805 4.6909 5.4049  0.00
H -4.9686 4.4815 4.0333  0.00
H -4.5840 3.1904 0.6702  0.00
H -5.5460 1.3037 -0.6000  0.00
H -4.2356 -0.2689 -1.7536  0.00
H -1.8751 -0.0122 -2.4977  0.01
C -0.8069 -5.2554 -1.1685  0.01
Si 0.0492 -4.1919 -2.4089  0.00
C -0.8181 -4.0165 -4.0059  0.01
C 1.7468 -5.0610 -2.6538  0.01
C 0.3064 -2.5134 -1.7473  0.35
C 0.4363 -1.4630 -1.1085  -0.32
H -0.8060 -6.3293 -1.3620  0.00
H -1.8447 -4.8824 -1.0264  0.00
H -0.3839 -5.1100 -0.1824  0.00
H -0.8636 -4.8863 -4.6036  0.00
H -0.2714 -3.2660 -4.6467  0.00
H -1.8165 -3.5194 -4.0047  0.00
H 1.5754 -6.1365 -2.6881  0.00
H 2.3723 -4.9483 -1.7743  0.00
H 2.2987 -4.6904 -3.5043  0.00

Output
Calculated total energy ... -2871.3406 Eh
Strongest force on any atom ... 3.4 eV/Å
HOMO (spin up / spin down) ... -9.2 / -10.4 eV
ΔE to the lowest compared entry with this formula, charge and spin ... 0.000 eV
Spin multiplicity ... 4
Gap between HOMO and LUMO (spin up / spin down) ... 5.2468 / 5.8671 eV
Charge ... +1

***

Here is 2 unconnected molecules or ions with the total composition C2H5NO2S at a distorted geometry from the OMol25 dataset. Energies are from ωB97M-V/def2-TZVPD.

Each line ends with the natural charge from an NBO analysis.
Positions of all 11 atoms, in Å:
C 1.5723 -0.4160 -0.6886  -0.80
C -0.9285 0.4739 1.1118  -0.21
N -1.5726 -0.0348 -0.0318  0.43
O -2.4076 0.6059 -0.6261  -0.35
O -1.1203 -1.1518 -0.4291  -0.41
S 1.4248 1.2187 0.0886  0.12
H 0.4791 -0.6301 -1.0522  0.29
H 2.2697 -1.1555 -0.0934  0.23
H 2.1259 -0.2837 -1.6043  0.23
H -0.6311 -0.1504 1.9187  0.23
H -1.2117 1.5238 1.4063  0.23

Output
Calculated total energy ... -682.4072 Eh
Strongest force on any atom ... 4.1 eV/Å
HOMO (spin up / spin down) ... -9.5 / -9.5 eV
ΔE to the lowest compared entry with this formula, charge and spin ... 6.323 eV
Gap between HOMO and LUMO (spin up / spin down) ... 7.1513 / 7.1278 eV
Charge ... 0

***

Here is 13 unconnected molecules or ions with the total composition C29H80ClFN2O16PS at a distorted geometry from the OMol25 dataset. Energies are from ωB97M-V/def2-TZVPD.

Each line ends with the Mulliken charge.
Positions of all 131 atoms, in Å:
C 2.0051 -1.1830 2.4488  -1.35
C 2.6594 -0.5614 1.2014  0.02
C 2.2363 -1.2709 -0.0922  -0.76
C 0.8675 -0.7238 -0.5768  0.59
C 0.7810 -0.2134 -2.0086  -0.36
O -0.5644 0.0770 -2.3116  -0.27
P -0.9387 1.8043 -2.2757  0.97
C -1.3207 3.6770 -2.2487  -1.06
C -0.8702 4.5073 -1.0444  -0.24
S 0.4551 5.6859 -1.4521  -0.21
C 1.4309 5.5815 -0.0343  0.60
N 1.0814 5.1496 1.1324  -0.24
N 2.2009 5.2376 1.9291  -0.67
C 3.1225 5.7301 1.2046  0.05
O 2.7133 5.9845 -0.0557  -0.27
C -1.5881 1.5850 -0.4570  -2.24
O -2.2374 0.3440 -0.2685  -0.04
C -2.6630 0.1639 1.0556  -0.45
C -3.4417 -1.1342 1.1550  -0.46
C -2.6052 -2.3413 0.7242  -0.75
O 0.7673 2.0960 -1.8260  0.23
C 1.5320 1.0995 -2.3301  1.48
F 1.5803 1.1173 -3.7657  -0.49
C 3.0036 1.1580 -1.9501  -1.66
C 3.8231 2.2050 -2.6659  0.68
C 5.3173 1.8764 -2.5864  -1.64
Cl 3.5990 3.8231 -1.9275  -0.20
H 1.6091 -0.4242 3.1230  0.38
H 1.1757 -1.8369 2.1815  0.26
H 2.7127 -1.7705 3.0345  0.24
H 3.7444 -0.5591 1.3477  0.20
H 2.3628 0.4881 1.1592  0.24
H 3.0122 -1.2368 -0.8507  0.40
H 2.1024 -2.3201 0.1673  0.27
H 0.5083 0.0292 0.1221  -0.34
H 0.1525 -1.5442 -0.5204  -0.34
H 1.0949 -0.9846 -2.7236  0.36
H -2.2538 1.3988 -2.6675  -0.29
H -0.7091 1.9565 -3.6904  -0.14
H -2.3988 3.7692 -2.3871  -0.04
H -0.8605 4.0803 -3.1525  0.45
H -0.5459 3.9311 -0.1850  0.09
H -1.6998 5.1251 -0.6988  0.68
H 4.1397 5.9382 1.4749  0.43
H -0.8420 1.7713 0.3309  0.46
H -2.3626 2.3643 -0.3298  0.96
H -1.7837 0.0996 1.7158  0.19
H -3.3028 0.9898 1.3880  0.36
H -3.7977 -1.2742 2.1761  0.23
H -4.3238 -1.0926 0.5132  0.31
H -3.2286 -3.1883 0.4562  0.21
H -1.9949 -2.0928 -0.1433  0.14
H -1.9180 -2.6032 1.5302  0.20
H 3.1143 1.2495 -0.8701  0.13
H 3.4206 0.1916 -2.2315  0.29
H 3.5636 2.2852 -3.7156  0.47
H 5.6195 1.8619 -1.5393  0.32
H 5.8987 2.6178 -3.1274  0.43
H 5.4699 0.8845 -3.0110  0.41
C -6.6760 1.8342 1.8893  -0.56
O -5.7857 0.8392 2.3726  -0.38
H -6.5754 1.8575 0.8072  0.17
H -7.7148 1.5993 2.1420  0.27
H -6.4254 2.8224 2.2864  0.28
H -5.8605 0.8076 3.3296  0.24
C -5.3720 2.7973 -3.9710  -0.57
O -4.4569 1.7588 -3.6573  -0.41
H -5.2458 3.0476 -5.0188  0.13
H -6.4092 2.4817 -3.8059  0.30
H -5.1712 3.6925 -3.3718  0.26
H -4.5440 1.5361 -2.7259  0.21
C 4.5492 0.3306 4.6856  -0.15
O 3.5450 -0.1994 5.5498  -0.51
H 4.5581 -0.2619 3.7758  -0.15
H 4.3294 1.3698 4.4295  0.28
H 5.5314 0.2666 5.1653  0.26
H 3.5382 0.3283 6.3518  0.28
C 1.5240 6.2023 -5.0583  -0.56
O 2.5973 5.3004 -4.8482  -0.51
H 1.6325 6.6131 -6.0610  0.30
H 0.5578 5.6941 -4.9892  0.21
H 1.5460 7.0254 -4.3368  0.22
H 2.4973 4.9390 -3.9597  0.27
C -6.2041 5.0108 -7.6293  -0.54
O -5.9532 5.1351 -6.2360  -0.46
H -6.8015 4.1137 -7.7709  0.21
H -6.7617 5.8704 -8.0137  0.26
H -5.2735 4.9058 -8.1933  0.27
H -5.4204 5.9223 -6.0974  0.28
C 7.9226 -1.0531 2.9853  -0.65
O 6.7660 -0.7572 2.2123  -0.32
H 7.7378 -0.6966 3.9954  0.18
H 8.1146 -2.1299 3.0208  0.28
H 8.8064 -0.5470 2.5876  0.30
H 6.9272 -1.0679 1.3171  0.23
C -3.0840 -5.9278 1.8724  -0.57
O -3.5260 -4.7759 2.5701  -0.38
H -3.6284 -5.9702 0.9316  0.25
H -2.0129 -5.8749 1.6545  0.22
H -3.2867 -6.8439 2.4388  0.27
H -3.0467 -4.7312 3.4040  0.25
C 2.2294 -5.2634 -0.4609  -0.62
O 2.2744 -4.6787 0.8283  -0.43
H 1.3276 -4.9069 -0.9536  0.22
H 3.0983 -4.9673 -1.0588  0.20
H 2.1936 -6.3567 -0.4061  0.33
H 3.0811 -4.9807 1.2547  0.26
C -2.3154 -3.8778 6.8482  -0.57
O -3.1797 -4.0431 5.7293  -0.46
H -1.7969 -2.9305 6.7293  0.26
H -2.8948 -3.8575 7.7764  0.23
H -1.5815 -4.6876 6.8886  0.26
H -3.6391 -4.8849 5.8373  0.26
C -4.5097 -6.9830 8.0468  -0.54
O -4.3872 -7.1353 6.6353  -0.49
H -3.6477 -6.4079 8.3756  0.19
H -5.4206 -6.4358 8.3021  0.27
H -4.5069 -7.9467 8.5620  0.30
H -5.1405 -7.6382 6.3155  0.28
C 6.0220 -3.5104 0.3153  -0.45
O 5.0408 -4.0162 1.2066  -0.43
H 6.0063 -4.1216 -0.5830  0.31
H 5.7958 -2.4751 0.0426  0.03
H 7.0187 -3.5681 0.7663  0.26
H 5.0488 -3.4736 2.0017  0.26
C -0.4971 -0.9107 -6.1182  -0.44
O -1.4687 -1.5031 -5.2737  -0.63
H -0.4705 -1.4809 -7.0470  0.31
H -0.7601 0.1271 -6.3404  0.23
H 0.4883 -0.9450 -5.6445  0.12
H -1.4790 -0.9851 -4.4571  0.34

Output
Calculated total energy ... -3765.6598 Eh
Strongest force on any atom ... 2.2 eV/Å
HOMO ... -4.2 eV
Gap between HOMO and LUMO ... 6.0028 eV
Charge ... -1